Computed, not measured: a single C21H30N4O molecule, with ωB97M-V with the def2-TZVPD basis set.

## Properties
**Calculated total energy**: -30273.0263 eV
**Molar mass**: 354.498 g mol⁻¹
**HOMO**: -7.61 eV

```
! wB97M-V def2-TZVPD RIJCOSX def2/J DEFGRID3
* xyz 0 1
C -4.274 -2.663 0.601
H -5.361 -2.660 0.562
H -3.906 -3.490 -0.002
H -3.963 -2.827 1.631
C -3.713 -1.336 0.081
C -2.207 -1.348 0.196
C -1.575 -0.691 1.246
C -0.206 -0.730 1.399
C 0.599 -1.441 0.504
C -0.034 -2.103 -0.549
C -1.407 -2.055 -0.691
H -1.857 -2.588 -1.516
H 0.541 -2.663 -1.268
N 1.956 -1.517 0.740
H 2.285 -0.811 1.384
C 2.915 -1.838 -0.292
C 3.035 -0.700 -1.332
N 3.622 0.461 -0.714
C 2.952 1.526 -0.205
O 3.530 2.365 0.477
C 1.507 1.689 -0.463
N 0.720 0.951 -1.241
N -0.497 1.461 -1.114
C -0.544 2.516 -0.270
C 0.749 2.696 0.168
H 1.131 3.435 0.840
C -1.785 3.280 0.066
C -1.996 3.275 1.583
H -2.132 2.256 1.938
H -2.879 3.855 1.843
H -1.137 3.704 2.091
C -3.017 2.724 -0.645
H -3.204 1.699 -0.332
H -3.890 3.321 -0.390
H -2.894 2.754 -1.726
H -1.634 4.319 -0.254
H -1.266 1.011 -1.585
C 4.977 0.225 -0.257
C 4.969 -0.847 0.834
C 4.290 -2.120 0.326
H 4.177 -2.835 1.143
H 4.920 -2.577 -0.440
H 5.992 -1.070 1.139
H 4.442 -0.455 1.706
H 5.372 1.166 0.128
H 5.581 -0.102 -1.110
H 2.051 -0.445 -1.723
H 3.686 -1.021 -2.152
H 2.571 -2.746 -0.799
H 0.259 -0.200 2.220
H -2.170 -0.140 1.962
C -4.200 -1.083 -1.347
H -5.282 -0.967 -1.355
H -3.946 -1.915 -1.998
H -3.757 -0.178 -1.758
H -4.097 -0.532 0.722
*
```

Atomic partial charges in e from the natural (NBO) method, atoms 1 to 5:
1. C -0.596
2. H 0.203
3. H 0.203
4. H 0.212
5. C -0.219